The molecule C8H14N2O6, computed with ωB97M-V/def2-TZVPD.

Calculated values
Highest occupied orbital energy ... -8.8 eV
ΔE to the lowest compared entry with this formula, charge and spin ... 98.2 kcal per mole
Spin multiplicity ... 1
SMILES ... C[C@@H](O)[C@H](NC(=O)[C@@H](N)CC(=O)O)C(=O)O
Charge ... 0
Electronic energy ... -874.11294 Eh
HOMO-LUMO gap ... 9.2566 eV

Positions of all 30 atoms, in Å:
C1 -1.4199 2.4382 0.6769
C2 -2.1625 1.3417 -0.0116
O1 -1.7537 1.3006 -1.3092
C3 -1.4851 0.0417 0.6642
N1 -0.0997 0.1224 0.2717
C4 0.5920 -1.0588 0.7263
O2 0.2924 -1.5543 1.8018
C5 1.9221 -1.6366 -0.0780
N2 1.6790 -2.8297 -0.8178
C6 2.3320 -0.4209 -0.8608
C7 2.6201 0.7360 0.0198
O3 3.2262 0.4877 1.1380
O4 2.4500 2.0054 -0.4438
C8 -2.0313 -1.4009 0.1884
O5 -1.2813 -2.1952 -0.3522
O6 -3.3857 -1.3476 0.1221
H1 -1.8725 2.6584 1.7415
H2 -0.2990 2.3525 0.6963
H3 -1.9041 3.3198 -0.0043
H4 -3.2354 1.4770 0.0988
H5 -1.6055 2.1939 -1.6805
H6 -1.6620 0.2742 1.8320
H7 -0.1931 0.0837 -0.8648
H8 2.5584 -1.6115 0.7893
H9 0.7903 -2.5933 -1.2117
H10 1.4644 -3.6434 -0.2518
H11 3.3487 -0.6650 -1.3932
H12 1.7980 -0.1268 -1.7740
H13 2.9830 2.5217 0.4447
H14 -3.6657 -2.2711 -0.1583

A 3-piece molecular cluster, CH8N5 overall, computed with ωB97M-V/def2-TZVPD.

Calculated values
Highest occupied orbital energy ... -12.0 eV
ΔE to the lowest compared entry with this formula, charge and spin ... 0.0 kcal per mole
Spin multiplicity ... 1
Charge ... +1
Electronic energy ... -316.46623 Eh
HOMO-LUMO gap ... 8.1646 eV

Positions of all 14 atoms, in Å:
C1 2.3256 1.7870 0.9085
N1 2.4071 0.5121 0.6486
N2 0.6252 -1.6614 1.6718
N3 2.9447 2.8215 0.3975
N4 0.1720 -2.5943 2.0226
N5 -5.3226 -2.0521 -2.0633
H1 1.6324 2.1726 1.5375
H2 3.5858 2.6653 -0.3606
H3 2.8938 3.7935 0.6071
H4 3.2150 0.1171 0.2397
H5 -6.2734 -2.2562 -1.9035
H6 -5.1201 -2.3071 -3.0371
H7 -4.8080 -2.8122 -1.6229
H8 1.7226 -0.1859 0.9541

A 2-piece molecular cluster, C4H8N4O overall, computed with ωB97M-V/def2-TZVPD.

Calculated values
Highest occupied orbital energy ... -8.6 eV
ΔE to the lowest compared entry with this formula, charge and spin ... 268.1 kcal per mole
Spin multiplicity ... 1
Charge ... 0
Electronic energy ... -451.09092 Eh
HOMO-LUMO gap ... 7.3721 eV

Positions of all 17 atoms, in Å:
C1 -2.4942 0.7509 -0.2524
C2 0.1977 -1.5530 0.4048
C3 2.0812 -0.6460 -0.8430
C4 2.2526 0.0152 0.5876
H1 -0.3201 1.8502 -0.3769
H2 -3.5242 0.7871 0.0865
H3 -2.4611 -0.3665 1.7748
H4 -0.4192 -2.4084 0.8719
H5 2.7869 -1.0628 -1.6159
H6 0.9813 -0.0799 -1.0166
H7 3.3538 0.2524 0.8834
H8 1.4708 0.8288 0.9149
N1 -2.3262 1.8332 -0.8655
N2 -1.7776 -0.2892 0.3576
N3 -0.4997 -0.4745 0.0868
N4 1.7171 -1.5940 0.2360
O1 -1.0192 2.1566 -1.2341

An isolated ion of composition C4H11N2 and charge +1, computed with ωB97M-V/def2-TZVPD.

Calculated values
Highest occupied orbital energy ... -13.0 eV
ΔE to the lowest compared entry with this formula, charge and spin ... 31.5 kcal per mole
Spin multiplicity ... 1
SMILES ... C=C(N)CC[NH3+]
Charge ... +1
Electronic energy ... -268.25465 Eh
HOMO-LUMO gap ... 9.7365 eV

Positions of all 17 atoms, in Å:
C1 1.7721 0.8078 -0.9140
C2 0.5017 0.7125 -0.4859
N1 -0.0858 1.5352 0.5184
C3 -0.3185 -0.4617 -0.9640
C4 -0.4429 -1.5449 0.0694
N2 -1.0151 -0.9268 1.3207
H1 2.1245 0.3453 -1.8249
H2 2.5135 1.3881 -0.3727
H3 0.6225 1.9347 1.1166
H4 -0.7102 2.2724 0.1995
H5 0.0619 -0.8098 -1.9233
H6 -1.2963 -0.0405 -1.2780
H7 0.4518 -2.1238 0.2853
H8 -1.1853 -2.2682 -0.2619
H9 -0.6385 0.0503 1.4210
H10 -0.8170 -1.4757 2.1519
H11 -2.0284 -0.8771 1.2419

Number 1: lowest unoccupied orbital energy 0.412 eV. Number 2: lowest unoccupied orbital energy -3.875 eV. Number 3: lowest unoccupied orbital energy -1.225 eV. Number 4: lowest unoccupied orbital energy -3.292 eV.